Formula: C3H7N3O2
Source: the Open Molecules 2025 dataset
Level of theory: ωB97M-V with the def2-TZVPD basis set

```
15
Properties=species:S:1:pos:R:3:forces:R:3:nbo_charge:R:1
H -2.281 -1.045 -1.256 -2.9 -2.8 -0.8 0.34
N -1.710 -0.366 -0.931 6.1 1.2 0.5 -0.70
C -0.506 -0.896 -0.918 -1.5 0.4 0.5 0.67
N -0.108 -2.255 -1.107 -1.4 -1.5 -2.9 -0.91
O 0.633 -0.072 -0.661 -1.0 -0.8 1.1 -0.37
N 0.437 0.923 0.335 -0.8 -1.2 1.5 -0.16
C 0.583 0.492 1.730 0.6 -1.4 1.6 -0.47
C 0.319 2.161 -0.161 1.7 5.1 1.2 0.51
O 0.495 3.352 0.331 -1.1 -5.3 -0.7 -0.62
H -0.668 -2.890 -2.039 2.6 2.8 4.3 0.43
H 0.731 -2.705 -0.612 -1.8 1.4 -1.4 0.43
H 0.397 1.379 2.376 0.8 -0.2 -0.8 0.25
H 1.768 0.063 1.831 -3.7 1.0 0.2 0.22
H -0.347 -0.209 2.290 2.8 1.3 -2.5 0.23
H 0.256 2.068 -1.207 -0.5 0.0 -1.6 0.14
```
Positions in Å, forces in eV/Å.

The net charge is 0. The multiplicity is 1. The value obtained for the energy above the lowest of the compared OMol25 structures with the same formula, charge and spin is 147.1 kcal/mol. For the total energy, the calculation gives -11784.9362 eV. For the HOMO energy, the calculation gives -9.65 eV. The SMILES is [H]/N=C(\N)ON(C)C=O.

=====

Formula: C12H15ClN2O2ReS
Source: the Open Molecules 2025 dataset
Level of theory: ωB97M-V with the def2-TZVPD basis set

```
34
Properties=species:S:1:pos:R:3:forces:R:3:nbo_charge:R:1
Cl 2.215 1.786 -2.910 0.0 0.0 -0.1 0.04
C -2.622 -0.878 -1.861 -0.7 -0.8 -0.4 -0.24
C -2.841 -2.074 -1.089 -0.2 -0.1 -1.0 -0.25
C -1.710 -2.945 -1.324 -0.4 0.2 -0.5 -0.29
H -3.746 -2.295 -0.528 0.4 0.0 0.0 0.30
C -0.861 -2.326 -2.314 0.0 0.3 0.1 0.07
C -1.360 -1.000 -2.546 -0.1 -0.6 -0.8 -0.32
H -0.878 -0.261 -3.190 -0.4 -0.3 0.1 0.30
H -3.327 -0.077 -2.003 -0.1 0.1 0.2 0.30
H -1.530 -3.932 -0.906 -0.2 0.2 0.0 0.30
C 0.331 -2.921 -2.994 0.5 0.3 0.1 -0.66
Re -1.054 -1.015 -0.350 1.0 0.3 0.9 0.41
C -1.674 -1.099 1.517 -1.1 -0.8 5.1 0.59
C -1.442 0.897 -0.332 -0.2 4.6 -0.1 0.59
O -1.953 -1.157 2.652 0.8 0.3 -4.3 -0.35
O -1.639 2.047 -0.342 0.5 -3.8 0.0 -0.38
H 0.977 -3.468 -2.306 -0.1 0.0 0.0 0.25
H 0.931 -2.139 -3.472 -0.1 -0.1 0.1 0.25
H 0.043 -3.620 -3.787 -0.3 0.1 0.2 0.29
S 1.206 -1.031 0.200 0.6 0.1 -0.3 0.09
C 1.353 0.517 1.045 0.3 0.1 0.5 0.39
N 1.620 1.648 0.424 -0.1 -0.7 -0.8 -0.56
C 1.715 2.923 1.129 -0.2 0.6 0.1 -0.23
C 1.917 2.726 2.618 0.6 0.4 0.3 -0.44
C 1.048 1.634 3.188 -0.1 0.2 0.2 -0.23
N 1.222 0.443 2.367 -0.7 -0.4 -0.7 -0.54
H 1.798 1.640 -0.605 -0.2 -0.1 1.1 0.45
H 0.803 3.511 0.958 0.1 -0.2 -0.2 0.22
H 2.553 3.464 0.690 -0.1 0.1 0.1 0.25
H 1.689 3.666 3.132 0.1 -0.2 -0.1 0.27
H 2.967 2.490 2.811 -0.1 0.0 0.1 0.24
H -0.006 1.937 3.185 0.1 -0.1 0.1 0.21
H 1.340 1.364 4.203 -0.1 0.2 -0.1 0.25
H 0.915 -0.454 2.741 0.3 0.3 -0.1 0.43
```
Positions in Å, forces in eV/Å.

The net charge is +2. The multiplicity is 4. The value obtained for the energy above the lowest of the compared OMol25 structures with the same formula, charge and spin is 0.0 kcal/mol. For the total energy, the calculation gives -45233.6499 eV. For the HOMO energy (spin up / spin down), the calculation gives -15.76 / -16.88 eV.

=====

Copy entry 1 word for word.
Formula: C3H7N3O2
Source: the Open Molecules 2025 dataset
Level of theory: ωB97M-V with the def2-TZVPD basis set

```
15
Properties=species:S:1:pos:R:3:forces:R:3:nbo_charge:R:1
H -2.281 -1.045 -1.256 -2.9 -2.8 -0.8 0.34
N -1.710 -0.366 -0.931 6.1 1.2 0.5 -0.70
C -0.506 -0.896 -0.918 -1.5 0.4 0.5 0.67
N -0.108 -2.255 -1.107 -1.4 -1.5 -2.9 -0.91
O 0.633 -0.072 -0.661 -1.0 -0.8 1.1 -0.37
N 0.437 0.923 0.335 -0.8 -1.2 1.5 -0.16
C 0.583 0.492 1.730 0.6 -1.4 1.6 -0.47
C 0.319 2.161 -0.161 1.7 5.1 1.2 0.51
O 0.495 3.352 0.331 -1.1 -5.3 -0.7 -0.62
H -0.668 -2.890 -2.039 2.6 2.8 4.3 0.43
H 0.731 -2.705 -0.612 -1.8 1.4 -1.4 0.43
H 0.397 1.379 2.376 0.8 -0.2 -0.8 0.25
H 1.768 0.063 1.831 -3.7 1.0 0.2 0.22
H -0.347 -0.209 2.290 2.8 1.3 -2.5 0.23
H 0.256 2.068 -1.207 -0.5 0.0 -1.6 0.14
```
Positions in Å, forces in eV/Å.

The net charge is 0. The multiplicity is 1. The value obtained for the energy above the lowest of the compared OMol25 structures with the same formula, charge and spin is 147.1 kcal/mol. For the total energy, the calculation gives -11784.9362 eV. For the HOMO energy, the calculation gives -9.65 eV. The SMILES is [H]/N=C(\N)ON(C)C=O.

=====

The highest net charge belongs to which entry? C12H15ClN2O2ReS